Record 1
ORCA calculation (the ωB97M-V functional and the def2-TZVPD basis) on a 25-piece molecular cluster, C28H102F3N48O26 overall.

Last column: Löwdin charge in e.
Geometry (Å):
C -21.357 5.126 8.086  -0.38
O -22.702 4.603 8.506  -0.16
O -21.084 6.439 8.411  -0.24
C -20.462 4.176 8.869  -0.47
F -20.826 4.306 10.212  0.08
F -20.552 2.869 8.406  0.10
F -19.152 4.454 8.853  0.13
C -23.588 4.447 7.361  -0.22
C -24.962 4.864 7.829  -0.06
H -25.094 4.570 8.894  0.06
H -25.104 5.956 7.802  0.06
H -25.681 4.329 7.224  0.05
H -23.465 3.403 7.021  0.12
H -23.229 5.104 6.495  0.12
H -21.270 5.075 6.988  0.12
C -24.921 5.386 3.520  -0.63
O -25.632 6.404 3.538  -0.06
N -25.389 4.103 3.792  0.15
N -23.583 5.431 3.275  0.16
H -26.455 4.097 4.093  0.13
H -24.813 3.383 4.228  0.04
H -23.120 4.539 3.026  0.10
H -23.162 6.359 3.059  0.10
C -23.809 1.081 5.293  -0.62
O -24.927 1.543 5.031  -0.05
N -22.700 1.564 4.811  0.21
N -23.812 0.205 6.440  0.17
H -22.630 1.971 3.881  0.10
H -21.924 1.063 5.161  0.05
H -22.916 -0.140 6.771  0.06
H -24.597 0.197 7.035  0.04
C -20.840 7.149 4.224  -0.61
O -21.148 6.710 3.117  -0.04
N -21.044 8.508 4.605  0.15
N -20.191 6.396 5.194  0.16
H -21.281 9.126 3.867  0.08
H -20.349 8.787 5.317  0.05
H -20.233 6.691 6.191  0.08
H -20.167 5.368 5.044  0.09
C -26.955 2.547 13.228  -0.64
O -25.757 2.360 13.031  0.00
N -27.475 2.976 14.429  0.17
N -27.941 2.278 12.309  0.19
H -28.342 3.457 14.458  0.07
H -26.731 3.497 14.897  0.11
H -27.701 1.582 11.653  0.07
H -28.887 2.518 12.432  0.06
C -20.125 -0.342 7.240  -0.62
O -20.655 -0.116 6.164  0.00
N -19.007 -1.205 7.351  0.12
N -20.620 0.067 8.447  0.17
H -18.800 -1.500 8.332  0.10
H -18.154 -1.012 6.818  0.09
H -20.071 -0.093 9.279  0.06
H -21.502 0.584 8.450  0.06
C -23.902 6.445 11.535  -0.68
O -24.113 7.164 12.515  -0.06
N -23.199 6.874 10.516  0.24
N -24.588 5.251 11.468  0.22
H -22.614 7.582 10.968  0.10
H -22.691 6.272 9.836  0.09
H -25.310 5.163 12.160  0.08
H -24.493 4.558 10.799  0.02
C -18.041 3.988 13.818  -0.65
O -16.934 3.607 13.399  -0.07
N -19.008 4.217 12.907  0.20
N -18.338 4.005 15.144  0.19
H -18.753 4.382 11.935  0.11
H -19.814 4.714 13.216  0.08
H -19.197 4.515 15.351  0.07
H -17.522 3.739 15.663  0.11
C -15.650 6.149 11.035  -0.68
O -15.662 7.248 10.452  -0.03
N -15.303 4.930 10.468  0.16
N -15.774 6.070 12.342  0.16
H -15.434 4.838 9.444  0.12
H -15.343 4.156 11.059  0.06
H -15.879 5.238 12.888  0.06
H -15.821 6.944 12.864  0.12
C -29.049 4.636 9.560  -0.65
O -29.756 3.939 10.302  -0.04
N -29.154 4.451 8.217  0.16
N -28.103 5.505 9.925  0.22
H -28.638 5.149 7.751  0.03
H -30.084 4.226 7.793  0.15
H -27.748 5.622 10.859  0.06
H -27.622 6.099 9.209  0.08
C -27.571 7.374 6.514  -0.62
O -28.126 7.369 7.644  -0.07
N -26.421 8.037 6.142  0.19
N -28.026 6.524 5.610  0.18
H -25.997 7.741 5.267  0.07
H -25.741 8.602 6.710  0.07
H -27.427 6.359 4.815  0.05
H -28.935 6.136 5.697  0.10
C -22.834 10.019 12.111  -0.67
O -21.742 9.406 12.273  -0.04
N -23.615 10.423 13.153  0.17
N -23.344 10.290 10.907  0.21
H -23.249 10.194 14.105  0.14
H -24.507 10.791 13.025  0.07
H -24.262 10.656 10.757  0.09
H -22.835 10.019 10.118  0.05
C -28.406 4.972 2.284  -0.62
O -28.542 4.690 3.489  -0.03
N -27.827 6.106 1.839  0.17
N -29.035 4.127 1.345  0.14
H -27.388 6.585 2.614  0.07
H -27.274 6.060 1.021  0.10
H -29.103 4.279 0.347  0.09
H -29.263 3.193 1.635  0.09
C -23.312 9.307 7.501  -0.71
O -24.393 9.827 7.303  0.01
N -22.948 8.030 7.180  0.18
N -22.283 9.964 7.981  0.18
H -23.694 7.536 6.668  0.09
H -22.169 7.575 7.676  0.05
H -21.408 9.621 7.726  0.05
H -22.308 10.926 8.195  0.09
C -31.478 3.906 13.506  -0.68
O -31.741 3.907 14.695  0.01
N -30.499 4.760 12.999  0.14
N -32.185 3.275 12.517  0.15
H -30.139 4.671 12.057  0.04
H -30.205 5.368 13.765  0.10
H -31.882 3.393 11.564  0.08
H -32.825 2.529 12.700  0.09
C -27.412 7.288 13.300  -0.71
O -27.465 6.161 12.901  0.01
N -28.411 8.165 12.978  0.17
N -26.356 7.757 14.026  0.16
H -29.046 7.809 12.231  0.13
H -28.005 9.040 12.821  0.04
H -26.340 8.769 14.248  0.11
H -25.429 7.508 13.659  0.05
C -27.104 9.550 10.308  -0.70
O -26.797 10.529 11.024  -0.05
N -28.079 9.605 9.413  0.19
N -26.386 8.396 10.436  0.18
H -28.423 10.523 9.211  0.11
H -28.144 8.930 8.671  0.05
H -25.361 8.416 10.848  0.13
H -26.459 7.735 9.688  0.06
C -16.214 0.304 12.247  -0.69
O -16.063 -0.883 11.985  0.00
N -17.091 1.177 11.627  0.15
N -15.604 0.914 13.278  0.15
H -17.357 1.953 12.203  0.04
H -17.869 0.627 11.244  0.06
H -15.118 0.316 13.927  0.10
H -15.787 1.835 13.626  0.06
C -21.813 5.825 14.838  -0.67
O -21.079 5.347 15.708  -0.04
N -21.602 7.084 14.345  0.19
N -22.838 5.056 14.335  0.17
H -22.129 7.516 13.598  0.05
H -20.736 7.486 14.588  0.09
H -23.008 4.195 14.934  0.15
H -23.470 5.465 13.675  0.04
C -19.159 11.665 10.074  -0.65
O -18.197 12.354 9.793  0.03
N -19.092 10.390 10.514  0.19
N -20.501 12.151 9.991  0.13
H -19.858 9.917 10.901  0.05
H -18.097 10.177 10.583  0.12
H -20.575 13.127 10.028  0.06
H -20.977 11.894 10.854  0.07
C -23.783 1.229 10.199  -0.63
O -23.214 0.897 9.159  -0.03
N -24.689 0.402 10.788  0.17
N -23.573 2.491 10.738  0.19
H -25.166 -0.242 10.150  0.10
H -25.243 0.706 11.600  0.08
H -23.944 2.620 11.695  0.09
H -22.916 3.063 10.256  0.06
C -27.534 1.104 8.176  -0.67
O -26.899 0.084 8.333  0.01
N -28.785 1.305 8.837  0.16
N -27.136 1.972 7.283  0.19
H -28.949 0.640 9.538  0.06
H -29.224 2.187 9.060  0.03
H -26.350 1.738 6.659  0.09
H -27.604 2.839 7.115  0.07
C -20.622 -1.083 11.683  -0.66
O -19.638 -0.422 11.311  -0.01
N -21.863 -1.096 11.057  0.17
N -20.518 -1.747 12.801  0.17
H -22.115 -0.322 10.411  0.06
H -22.624 -1.727 11.333  0.11
H -21.144 -2.483 13.010  0.10
H -19.564 -2.001 12.908  0.11
C -20.098 2.698 2.585  -0.63
O -21.251 2.641 2.173  0.01
N -19.467 3.848 3.055  0.14
N -19.314 1.567 2.845  0.13
H -18.414 3.899 3.086  0.13
H -19.914 4.697 2.744  0.06
H -19.865 0.769 2.480  0.11
H -18.910 1.383 3.717  0.07
C -18.495 8.613 7.495  -0.69
O -19.444 9.194 6.868  -0.07
N -17.250 8.890 7.175  0.17
N -18.631 7.660 8.390  0.18
H -17.140 9.620 6.515  0.10
H -16.380 8.422 7.468  0.13
H -19.548 7.272 8.621  0.06
H -17.761 7.519 8.991  0.12

Charge: -1
Calculated total energy: -6013.4810 a.u.

Record 2
ORCA calculation (the ωB97M-V functional and the def2-TZVPD basis) on C28H12BrCl2F5N3O4Zr as an isolated structure.

Last column: natural (NBO) charge in e.
Geometry (Å):
Zr 0.299 1.901 0.570  2.41
Br 0.170 -5.509 -3.704  0.10
C -0.039 -5.348 -1.840  -0.07
C -0.954 -4.440 -1.336  -0.22
C -1.104 -4.311 0.037  -0.23
C -0.352 -5.110 0.902  0.09
C 0.524 -6.043 0.373  -0.20
C 0.705 -6.154 -0.998  -0.23
N -0.444 -5.169 2.360  -0.09
N -0.789 -4.208 3.083  -0.12
C -0.924 -2.859 2.618  0.07
C -2.120 -2.221 2.731  -0.20
C -2.276 -0.878 2.321  -0.20
C -1.214 -0.169 1.864  0.27
O -1.280 1.108 1.386  -0.80
C 0.064 -0.768 1.880  0.11
N 1.125 0.042 1.542  -0.58
C 2.330 -0.503 1.468  0.13
C 2.575 -1.836 1.781  -0.26
C 1.531 -2.633 2.175  -0.08
C 0.223 -2.117 2.219  -0.03
H -1.548 -3.839 -2.014  0.24
H -1.834 -3.619 0.414  0.23
H 1.073 -6.680 1.059  0.24
H 1.409 -6.867 -1.407  0.24
H -2.972 -2.776 3.107  0.25
H -3.252 -0.406 2.359  0.24
H 3.136 0.146 1.166  0.21
H 3.581 -2.224 1.718  0.25
H 1.716 -3.662 2.468  0.25
Cl 4.274 4.623 -4.616  0.06
C 3.402 3.648 -3.490  -0.08
C 2.885 2.410 -3.917  -0.12
C 2.207 1.590 -3.056  -0.12
Cl 1.578 0.082 -3.600  0.07
C 2.000 1.969 -1.719  0.47
O 1.389 1.142 -0.893  -0.76
C 2.510 3.239 -1.302  -0.29
C 2.398 3.737 0.015  0.45
O 1.835 3.158 1.003  -0.70
C 3.213 4.061 -2.217  -0.13
H 3.019 2.106 -4.948  0.26
H 2.867 4.694 0.226  0.20
H 3.603 5.018 -1.889  0.24
F -5.407 4.751 0.958  -0.26
C -4.253 4.300 0.496  0.28
C -3.139 4.303 1.304  0.30
F -3.210 4.747 2.551  -0.27
C -1.959 3.831 0.789  0.25
F -0.815 3.764 1.558  -0.31
C -1.831 3.332 -0.499  0.17
O -0.634 2.836 -0.908  -0.78
C -2.968 3.335 -1.283  0.34
F -2.914 2.851 -2.515  -0.28
C -4.164 3.817 -0.793  0.29
F -5.243 3.804 -1.558  -0.27

Charge: +1
Calculated total energy: -5580.0933 a.u.

Record 3
ORCA calculation (the ωB97M-V functional and the def2-TZVPD basis) on C28H17F12IrN4 as an isolated structure.

Last column: natural (NBO) charge in e.
Geometry (Å):
Ir -0.407 -0.114 0.613  1.17
C -2.514 -2.047 0.169  -0.43
N -1.021 -1.965 0.147  -0.34
C -0.451 -2.883 1.191  -0.22
C -0.689 -2.309 2.579  -0.24
N -0.435 -0.875 2.460  -0.74
C -0.224 -0.137 3.628  0.09
C 0.684 -0.500 4.625  0.29
F 1.437 -1.599 4.478  -0.30
C 0.884 0.259 5.764  0.27
F 1.769 -0.130 6.678  -0.28
C 0.187 1.440 5.937  0.27
F 0.382 2.183 7.020  -0.28
C -0.708 1.845 4.962  0.28
F -1.391 2.975 5.119  -0.28
C -0.904 1.065 3.838  0.31
F -1.803 1.494 2.944  -0.30
C -0.454 -2.355 -1.185  -0.22
C -1.535 -0.152 -2.166  -0.24
N -1.066 0.718 -1.116  -0.65
C -0.949 2.062 -1.209  0.15
C -0.321 2.753 -0.154  0.20
F 0.087 2.003 0.945  -0.31
C -0.129 4.111 -0.083  0.35
F 0.482 4.653 0.968  -0.29
C -0.582 4.903 -1.121  0.20
F -0.401 6.227 -1.101  -0.29
C -1.245 4.291 -2.172  0.30
F -1.727 5.045 -3.158  -0.29
C -1.442 2.924 -2.213  0.25
F -2.167 2.443 -3.235  -0.30
H -2.832 -2.668 1.004  0.22
H -2.869 -2.492 -0.758  0.22
H -2.956 -1.059 0.279  0.23
H 0.615 -2.961 0.993  0.22
H -0.897 -3.877 1.091  0.21
H -0.015 -2.820 3.269  0.22
H -1.709 -2.502 2.935  0.18
H -0.953 -3.281 -1.483  0.21
H 0.587 -2.602 -1.005  0.23
H -2.549 -0.524 -1.977  0.18
H -1.564 0.357 -3.126  0.23
F -1.085 -2.416 -5.867  -0.33
C -0.559 -1.805 -4.782  0.44
C -1.001 -2.120 -3.566  -0.36
C -0.528 -1.327 -2.358  -0.05
C 0.853 -0.731 -2.608  -0.31
C 1.141 -0.404 -3.964  0.49
F 2.152 0.468 -4.195  -0.34
C 0.461 -0.840 -5.049  -0.47
C 1.761 -0.431 -1.580  0.22
C 3.172 -0.342 -1.853  -0.17
C 4.092 -0.087 -0.895  -0.18
C 3.680 0.077 0.446  -0.31
C 2.355 -0.038 0.704  0.02
N 1.402 -0.274 -0.254  -0.47
H -1.791 -2.850 -3.448  0.21
H 0.702 -0.516 -6.048  0.24
H 3.489 -0.533 -2.865  0.23
H 5.143 -0.054 -1.153  0.22
H 4.373 0.269 1.250  0.23
H 1.983 0.054 1.714  0.21

Calculated total energy: -2598.7648 a.u.